Entry 1:
A molecular structure, C29H32B4O23Si. Source: the OMol25 dataset; level of theory: the ωB97M-V functional and the def2-TZVPD basis.

M ... 819.89 g/mol
HOMO-LUMO gap ... 7.8 eV
Highest occupied orbital energy ... -9.582 eV
DFT total energy ... -3244.213053 hartree

Last column: Löwdin charge in e.
Atoms and positions in Å:
1 C -1.29505 -4.68016 -3.41859  0.083
2 H -1.13177 4.15617 5.53339  0.030
3 H 1.50150 2.83555 2.78417  0.026
4 C -4.79205 -0.28917 -1.19299  -0.226
5 H 0.22425 6.18713 3.65869  0.034
6 H 0.72588 6.80402 -3.82467  0.124
7 C 2.55727 -6.44621 -2.51378  -0.313
8 O 2.49174 -9.76692 -0.99485  0.121
9 H 2.50142 -9.89788 -0.02632  0.122
10 O -3.87741 0.26568 -1.97525  0.111
11 C -1.93878 3.88669 -1.78768  -0.218
12 H 1.74507 5.62496 2.89436  0.020
13 C 2.51901 -7.89083 -2.39408  0.073
14 O 3.38129 0.93329 0.71537  0.379
15 C 2.52401 -8.45885 -1.18245  -0.238
16 C -0.46103 -5.31852 -4.25956  -0.236
17 H -7.78500 -2.64929 1.10089  0.120
18 C -1.07394 5.51734 -3.34108  -0.311
19 O 2.67610 4.00105 5.41834  -0.192
20 C 2.62583 -6.19655 -0.03796  0.079
21 C 4.11737 2.07078 4.81598  0.002
22 H -1.56576 -5.07771 -2.45047  0.135
23 O 0.67094 -5.38061 -6.30079  0.119
24 H 2.65873 -4.17218 -2.39895  0.122
25 H 0.64813 -6.66913 -4.79643  0.115
26 C -1.88254 -3.41382 -3.82398  -0.301
27 C 0.74009 2.82738 3.55640  -0.107
28 C 0.38064 4.85612 -1.42938  0.085
29 B 3.83460 2.02492 1.36689  -0.744
30 C 0.20157 5.58381 -2.54139  -0.235
31 O -1.16006 6.22313 -4.32526  0.116
32 O 2.54047 -5.87601 -3.59063  0.092
33 C -0.70301 -3.49204 -6.01416  0.076
34 H -0.45313 -3.10400 -6.99110  0.136
35 O 1.01393 0.92505 0.42923  0.203
36 H -7.21975 0.88488 1.06456  0.134
37 O -2.84805 3.03931 -1.32558  0.095
38 O -0.60202 3.29305 0.02787  0.097
39 C -6.08060 -2.12144 -0.28770  -0.312
40 H 3.45359 2.69890 6.75537  0.117
41 H -4.47625 -2.32269 -1.74398  0.109
42 H -0.11177 3.48462 6.78283  0.029
43 C 1.22105 5.80370 3.82221  -0.126
44 H 1.77482 6.52898 4.39904  0.038
45 O 4.27256 4.08375 3.11382  0.294
46 C -0.09901 -4.74752 -5.60872  -0.312
47 H 5.07274 2.01704 5.32457  0.121
48 C 3.05968 2.67576 5.74892  -0.250
49 H 0.94042 1.88317 0.52665  0.074
50 H -2.47071 2.64659 -0.51349  0.128
51 C -0.67557 3.97649 -0.97707  -0.291
52 H 0.69164 1.85896 4.03089  0.039
53 C -5.02618 -1.61198 -1.14413  0.079
54 B 4.37056 2.74968 3.42993  -0.527
55 H -3.02559 4.56063 -3.48570  0.138
56 H -0.19980 3.04379 3.07071  0.045
57 O -2.65210 -2.75425 -3.14742  0.093
58 B 2.13258 0.46925 1.05886  -0.821
59 O -7.83743 -1.68717 1.26451  0.117
60 H -3.94939 1.23696 -1.85074  0.093
61 C -6.64770 0.17340 0.48649  0.073
62 H -2.68569 -1.49240 -4.70214  0.118
63 B 4.10831 4.23912 1.76984  -0.348
64 Si 1.16380 4.19576 4.77324  0.425
65 H -0.21931 5.25484 6.52383  0.030
66 O -6.36044 -3.30064 -0.18162  0.108
67 H 2.48723 -8.47143 -3.30497  0.139
68 C 2.56555 -7.64076 0.07866  -0.314
69 H 3.82802 1.05180 4.59976  0.118
70 C 2.62345 -5.62775 -1.25256  -0.228
71 O -5.30695 1.86695 -0.44581  0.104
72 C -2.12172 4.61462 -2.89605  0.084
73 H 4.58700 5.15373 1.18772  0.127
74 O 2.67530 -4.31523 -1.43360  0.123
75 C -5.58795 0.68705 -0.36320  -0.310
76 C -6.88649 -1.14294 0.52371  -0.243
77 O 1.11370 6.40744 -3.01984  0.128
78 O 3.38827 3.29481 1.06364  0.292
79 O 0.09630 -6.48662 -4.00918  0.097
80 C -1.54506 -2.86609 -5.18378  -0.239
81 H 2.66918 -5.62347 0.87499  0.136
82 O 2.54847 -8.23976 1.13699  0.110
83 H 2.20528 2.00815 5.79721  0.100
84 C -0.19248 4.28140 6.05698  -0.147
85 H 1.26257 -0.15273 2.60547  0.105
86 O 4.77397 1.93978 2.36740  0.340
87 O -2.14112 -1.72297 -5.48075  0.120
88 O 1.98501 -0.45954 2.04820  0.215
89 H 1.29054 4.89605 -0.84649  0.136


Entry 2:
A molecular structure, C29H32BaN9O6Se. Source: the OMol25 dataset; level of theory: the ωB97M-V functional and the def2-TZVPD basis.

ΔE to the lowest compared entry with this formula, charge and spin ... 113.36 kJ/mol
M ... 818.92 g/mol
HOMO-LUMO gap (alpha / beta) ... 4.2 / 7.8 eV
Spin multiplicity ... 2
Highest occupied orbital energy (alpha / beta) ... -4.748 / -8.349 eV
DFT total energy ... -4495.453441 hartree

Last column: Löwdin charge in e.
Atoms and positions in Å:
1 C -3.06364 -0.55461 5.31346  -0.013
2 H 2.76271 -2.70758 -0.81165  0.097
3 O -0.13286 3.56382 0.68812  -0.241
4 C -4.55601 -0.11112 3.48040  -0.031
5 H -0.87974 -5.83327 1.51381  0.099
6 C -2.90394 4.27692 -2.16125  -0.056
7 C -0.63723 4.60256 -1.29528  -0.008
8 H 0.38253 -4.27370 -1.56839  0.081
9 C -1.78154 -1.28394 -4.10598  -0.379
10 H 0.14723 -5.29490 0.27664  0.094
11 H 0.60033 -0.37226 6.10777  0.132
12 H 4.60688 3.04577 -1.98021  0.121
13 C -3.49172 -0.02458 2.57532  -0.219
14 C -3.27681 3.71774 -0.97411  -0.041
15 O 8.05697 2.10096 -0.55986  0.092
16 C 5.54777 1.16402 0.62895  0.011
17 H -1.93428 -2.13398 -6.12486  0.115
18 C 5.69756 2.06176 -0.39197  -0.154
19 H -4.20651 3.25971 -0.75461  0.120
20 N 6.85302 3.92044 -1.24858  0.169
21 C -3.60723 0.23292 1.08878  -0.653
22 O -2.45792 0.36526 0.42314  -0.479
23 H 0.03620 -2.39590 2.97248  0.070
24 Se -3.08661 -0.89234 -1.92826  1.227
25 C -1.29121 -1.59980 -5.42389  -0.017
26 H -5.54288 -0.13067 3.09396  0.090
27 C 2.00415 -2.06714 -0.32020  -0.074
28 C 0.36906 -0.02888 -3.61691  -0.019
29 H -3.63707 4.42013 -2.94337  0.113
30 N -1.42849 -0.29662 -1.98692  -0.236
31 H 6.47239 0.67206 1.00468  0.136
32 N 0.47577 -2.05229 2.09132  0.030
33 C -0.93730 -0.48737 -3.20535  -0.409
34 C -4.34615 -0.41491 4.83274  -0.075
35 C -0.63489 -0.06734 4.79030  -0.561
36 H 2.02837 -1.21205 -0.98980  0.063
37 H 1.73198 -0.14137 -5.30034  0.094
38 H 2.32988 2.29699 -1.04596  0.103
39 H 4.19816 0.09358 1.90717  0.106
40 H 7.57242 4.24095 -1.85793  0.110
41 N -2.26227 -0.02894 3.10080  -0.035
42 H 5.90184 4.29408 -1.32680  0.100
43 H -2.45384 3.12463 0.98095  0.142
44 C -0.84213 -5.03819 0.72881  -0.110
45 H 0.31261 -1.52026 -6.68585  0.096
46 C -1.60716 4.79181 -2.28808  -0.030
47 C 4.51266 2.39758 -1.07715  -0.019
48 O -0.35243 -0.11258 6.10129  0.073
49 H -3.00364 -3.53770 1.81608  0.092
50 H 0.22321 -2.64584 -2.22940  0.089
51 C -0.03983 -1.16216 -5.74279  -0.113
52 N 3.08921 1.19887 0.48108  0.036
53 Ba -0.20044 0.69502 1.48323  1.849
54 O 0.31176 0.14905 3.98303  -0.256
55 C 3.27868 1.99644 -0.58030  -0.148
56 C 4.24470 0.73840 1.05038  -0.079
57 N -0.93320 -3.70996 1.20387  -0.171
58 C 0.00093 -3.28160 -1.33437  -0.053
59 H -1.86271 -2.45907 2.58981  0.048
60 C 0.75491 -0.36517 -4.91591  -0.091
61 C -2.34642 3.62425 -0.00480  -0.008
62 H -1.24709 5.24593 -3.22784  0.117
63 C 0.13892 -2.81887 1.12033  -0.444
64 N -1.01812 3.98670 -0.16025  -0.237
65 H -1.56806 -5.27964 -0.05924  0.091
66 H 1.02476 0.60983 -2.96449  0.110
67 N 0.74299 -2.77430 -0.16333  -0.123
68 H 0.39653 4.82040 -1.24880  0.122
69 C -2.00149 -0.23556 4.42510  -0.247
70 H -2.83430 -0.77784 6.31984  0.094
71 H -1.89404 -4.04682 3.10662  0.107
72 O -4.69260 0.34382 0.58090  0.019
73 C 7.01134 2.67384 -0.73721  -0.514
74 H -1.05417 -3.20604 -1.17590  0.064
75 C -1.98813 -3.44291 2.16389  -0.048
76 H 2.34671 -1.70138 0.59756  0.035
77 N -2.98119 -1.52808 -3.58201  -0.252
78 H -5.14785 -0.67670 5.47762  0.090


Entry 3:
A molecular structure, C29H32Br2N3O4Ta. Source: the OMol25 dataset; level of theory: the ωB97M-V functional and the def2-TZVPD basis.

ΔE to the lowest compared entry with this formula, charge and spin ... 214.68 kJ/mol
M ... 827.35 g/mol
HOMO-LUMO gap ... 7.1 eV
Net charge ... +2
Highest occupied orbital energy ... -13.928 eV
DFT total energy ... -6794.158588 hartree

Last column: Löwdin charge in e.
Atoms and positions in Å:
1 H 2.37917 -3.77693 -0.05925  0.119
2 H -4.70339 3.90263 0.30391  0.129
3 N 1.18033 -2.33407 -2.07554  -0.290
4 C -1.32075 3.75645 0.13019  -0.045
5 C 1.04645 0.98703 2.00105  -0.327
6 H 4.23026 2.71457 -1.97457  0.016
7 C -2.04447 5.93908 0.82482  -0.051
8 C 2.55817 -2.92623 -2.05896  -0.197
9 Br 3.22340 2.92897 0.28632  0.765
10 H 0.45244 -2.84507 -3.98898  0.136
11 C -2.52313 -1.21333 0.21366  -0.089
12 C -3.30506 -3.05016 2.17253  -0.037
13 H 0.36445 -4.26488 -2.40682  0.114
14 C -2.65089 3.34589 0.06966  -0.132
15 Ta 0.64744 -0.65323 -0.48179  1.802
16 C -4.26115 -2.33472 1.46357  -0.033
17 H -5.31210 -2.48414 1.66768  0.122
18 C 1.72907 1.30246 4.66708  -0.035
19 C 0.91816 -1.97148 -3.52933  -0.173
20 H 4.28654 -1.47513 -0.66446  0.114
21 H -0.52970 3.06743 -0.14026  0.097
22 H 3.92613 -3.97598 -0.83464  0.138
23 C 0.07962 -0.73788 -3.81695  -0.189
24 H -0.39293 2.53534 2.29646  0.116
25 C 3.67052 -2.05547 0.02880  -0.196
26 H -4.16413 6.22417 0.99792  0.117
27 H -1.85908 -1.48831 -3.21192  0.141
28 H 0.20592 2.81258 4.68853  0.127
29 H 0.65449 0.17935 -3.66473  0.039
30 H -3.60690 -3.76160 2.92871  0.122
31 C 2.81274 -0.75488 1.77113  -0.044
32 Br 2.64008 0.85817 -2.15280  0.750
33 C -3.67685 4.23597 0.37356  0.006
34 C -1.02041 5.05548 0.50424  -0.065
35 C -1.20853 -0.62309 -3.04099  -0.193
36 C 2.05293 0.18866 2.55117  -0.159
37 N -0.93712 -0.48821 -1.60874  -0.179
38 O 0.74575 0.80801 0.68529  -0.293
39 H 3.68232 -1.16008 2.29042  0.145
40 H -0.80449 -3.07148 -1.80133  0.090
41 H 0.00952 5.38688 0.53802  0.107
42 H 3.22480 -2.20713 -2.53630  0.104
43 N 2.61963 -1.16524 0.55736  -0.091
44 C -3.37016 5.53070 0.75767  -0.044
45 C 0.72711 2.07833 4.08855  -0.007
46 O -0.22642 -1.76900 0.69152  -0.229
47 H 3.18275 -0.23335 4.33139  0.129
48 H 0.38261 -3.77424 -0.70235  0.083
49 H -1.75646 0.26295 -3.37104  0.143
50 H 2.53121 -3.81421 -2.69613  0.141
51 C -3.87121 -1.42686 0.49185  0.010
52 C -2.16816 -0.18252 -0.83283  -0.282
53 H 4.74260 1.35590 -0.90524  0.012
54 O -4.10624 1.62817 -0.73943  0.149
55 H -1.19154 -3.40072 2.45002  0.128
56 C 2.39384 0.36959 3.89840  0.004
57 H -0.14617 -0.76119 -4.88453  0.140
58 H -3.00642 -0.12101 -1.52742  0.150
59 H 1.88548 -1.84309 -4.01141  0.121
60 H 1.98689 1.43500 5.70788  0.123
61 H -4.61307 -0.85611 -0.05314  0.127
62 C 3.93552 2.01036 -1.20669  -0.937
63 C 0.21792 -3.43082 -1.71868  -0.054
64 H -1.80825 6.95292 1.11940  0.115
65 C -1.59511 -1.94875 0.94001  -0.250
66 C -3.02713 1.98301 -0.35520  -0.389
67 O -1.97140 1.10471 -0.25821  0.012
68 C 0.38259 1.93371 2.75053  0.025
69 H 4.31688 -2.36984 0.84888  0.126
70 C 3.11036 -3.26629 -0.68986  -0.150
71 C -1.95724 -2.85779 1.91238  0.008


Entry 4:
A molecular structure, C29H32BrN6O3PdS3. Source: the OMol25 dataset; level of theory: the ωB97M-V functional and the def2-TZVPD basis.

ΔE to the lowest compared entry with this formula, charge and spin ... 74.63 kJ/mol
M ... 795.14 g/mol
HOMO-LUMO gap (alpha / beta) ... 6.1 / 4.7 eV
Net charge ... +2
Spin multiplicity ... 2
Highest occupied orbital energy (alpha / beta) ... -13.081 / -13.084 eV
DFT total energy ... -5574.488520 hartree

Last column: Löwdin charge in e.
Atoms and positions in Å:
1 H -4.26293 3.36208 0.60981  0.100
2 H 2.84155 -1.46617 4.58530  0.079
3 S 1.08745 2.80085 -2.61647  0.703
4 H 3.62216 -1.21550 3.01606  0.068
5 N 1.37293 2.43903 -5.21214  -0.019
6 H -1.93701 -5.71982 1.02163  0.115
7 H 2.08695 0.23883 -3.00493  0.077
8 N -2.90547 -3.06724 0.34154  0.147
9 C -4.00681 2.38694 0.22403  -0.039
10 H 6.33580 1.46973 -3.12737  0.111
11 C -3.87881 -6.61517 0.78234  -0.058
12 H -1.08856 1.56351 5.04603  0.087
13 N 2.70654 0.65892 1.21935  0.129
14 C -4.85396 -4.11498 0.17982  -0.204
15 H 4.40765 -0.66563 4.50144  0.088
16 C 1.50212 0.53898 1.79416  -0.624
17 O -1.87341 3.21573 -0.33396  -0.115
18 H -2.02376 -2.81877 0.76526  0.167
19 H 5.06793 0.00800 1.41856  0.102
20 H -5.74483 -0.56008 0.47995  0.112
21 C 3.44807 -0.77626 3.99776  -0.059
22 C -3.76467 -0.73272 -0.12526  -0.026
23 H -2.09847 -2.04969 -1.26016  0.131
24 H -0.44206 -0.22680 3.40601  0.071
25 S -0.06638 0.39267 1.02424  0.792
26 C -2.98040 -5.57073 0.77984  -0.008
27 C -5.24379 -6.42961 0.47931  -0.058
28 C -3.50200 -4.31921 0.45905  -0.178
29 O -1.75510 -1.13707 -1.31249  0.054
30 S -1.54113 1.44734 -2.61762  0.820
31 H -5.90089 -7.28776 0.49417  0.114
32 H -3.52889 -7.61076 1.01866  0.114
33 C 2.94155 0.67047 -0.06648  -0.382
34 C -4.99896 1.41465 0.32577  -0.604
35 Br -6.68678 2.02059 0.84407  0.936
36 C 0.30576 0.34867 3.94589  -0.237
37 H 3.42381 1.29599 3.36602  0.118
38 C -2.17551 4.49577 0.25660  0.012
39 C -2.29157 1.09731 -1.14241  -0.572
40 C 2.77748 0.58055 3.86485  -0.183
41 C -2.61154 -0.27119 -0.80015  -0.306
42 H 0.59884 -0.24809 4.80963  0.128
43 C -0.24199 1.70037 4.37427  -0.060
44 C 7.03670 0.74721 -1.23366  -0.050
45 H 8.07840 0.76993 -1.52402  0.116
46 H 3.96713 1.43995 -2.45869  0.083
47 H 2.14650 0.05584 -4.73636  0.124
48 C 4.72374 1.10396 -1.76589  -0.022
49 H -1.27819 5.08638 0.11242  0.110
50 Pd 0.20844 1.27158 -1.10598  0.490
51 H -0.57497 2.27060 3.50654  0.061
52 H 2.51583 0.98279 4.84296  0.122
53 C -4.87438 0.02689 0.21101  -0.025
54 N 1.89449 0.60391 -3.92932  0.164
55 C -5.75020 -5.18875 0.17550  0.007
56 C 6.05665 1.13566 -2.13736  -0.057
57 H 2.79390 1.48460 -6.43737  0.101
58 H -6.79329 -5.03596 -0.06231  0.122
59 H 0.96541 3.36138 -5.21839  0.138
60 C 6.68291 0.33982 0.04588  -0.049
61 H 7.44702 0.04096 0.75012  0.115
62 H 1.09982 0.98628 -6.71677  0.101
63 O 2.08303 0.62351 -1.02960  -0.242
64 C 5.35229 0.31945 0.42354  -0.007
65 H 1.67467 2.56899 -7.26025  0.103
66 H -3.01596 4.95651 -0.26029  0.114
67 C 1.47493 1.85511 -4.03380  -0.786
68 H -2.38186 4.37660 1.31940  0.111
69 C -2.75748 2.24166 -0.34841  -0.302
70 C 1.75769 1.82269 -6.47709  -0.030
71 N -5.09351 -2.77153 -0.05997  0.203
72 N 1.50717 0.48957 3.11495  -0.111
73 H 0.51249 2.28360 4.90156  0.082
74 C -3.94184 -2.18712 0.06389  -0.286
75 C 4.36155 0.69416 -0.48425  -0.137